No. 1
ORCA calculation (ωB97M-V/def2-TZVPD) on 18 unconnected molecules or ions with the total composition C51H119F6N17O17P in a non-equilibrium geometry.

```
211
Properties=species:S:1:pos:R:3:forces:R:3:mulliken_charge:R:1
P 0.4462 0.1167 0.7341 0.571 -1.276 -1.087 1.47
F -1.1302 0.2551 0.8424 -0.987 -0.349 -0.299 -0.07
F 0.2726 -0.4886 -0.8425 0.178 0.252 1.037 -0.40
F 0.5395 1.5868 0.0918 0.236 -0.123 0.013 -0.28
F 2.0547 -0.0676 0.6513 -0.389 0.283 -0.106 -0.23
F 0.5244 0.6979 2.2226 0.680 -0.023 0.385 -0.37
F 0.3724 -1.4548 1.2646 -0.201 0.880 -0.085 -0.32
C -5.1063 0.2218 4.5856 1.159 0.549 -0.786 -1.41
C -4.6410 -0.7740 3.5770 0.597 1.090 -1.320 0.73
O -4.4585 -1.9252 3.8783 0.284 -2.174 0.473 -0.85
N -4.4321 -0.3507 2.2899 -0.484 -0.067 1.053 0.46
C -3.8203 -1.1854 1.2603 -0.183 -0.175 0.738 0.32
H -6.1422 0.0927 4.5825 -1.944 -0.049 0.352 0.56
H -4.8956 1.2369 4.2184 0.080 -0.176 0.663 0.28
H -4.7006 -0.0243 5.5699 0.055 0.379 -0.315 0.25
H -4.5458 0.6303 2.1611 0.237 0.515 -0.414 -0.12
H -4.3763 -2.1410 1.2413 0.496 0.285 -0.053 0.56
H -2.7457 -1.3324 1.5147 -0.733 -0.072 -0.536 -0.57
H -3.9580 -0.6830 0.3033 0.304 -0.064 0.019 -0.39
C 4.8272 -2.9417 -3.0243 0.816 1.383 1.590 -0.40
C 4.9758 -2.2253 -4.3162 -1.306 0.218 -2.932 0.65
O 4.1065 -2.2249 -5.2147 0.843 -0.369 1.466 -0.62
N 6.1317 -1.5767 -4.5612 1.192 0.253 0.386 -0.15
C 6.4642 -0.9733 -5.8437 -0.952 -0.450 -0.715 -0.86
H 5.6894 -3.6035 -2.8045 -0.469 0.468 -0.090 0.44
H 3.9151 -3.4941 -2.9941 -0.561 -0.352 -0.093 0.02
H 4.7653 -2.1115 -2.2384 0.147 -1.239 -0.658 -0.14
H 6.7381 -1.3553 -3.7978 0.147 -0.138 0.290 0.23
H 7.4662 -0.5406 -5.8865 -0.307 0.271 0.667 0.36
H 5.6568 -0.2570 -6.1076 0.770 -0.289 -0.115 0.22
H 6.5195 -1.7680 -6.6116 -0.453 0.328 0.247 0.28
C 1.0215 -2.1890 -3.3104 -1.175 -1.310 -0.325 1.16
C 1.0609 -3.5882 -2.8117 0.293 0.848 0.429 -0.33
O 0.7477 -4.5077 -3.5372 -0.357 -1.199 -0.967 -0.92
N 1.3505 -3.7923 -1.5197 0.640 1.100 1.151 0.26
C 1.1507 -5.0929 -0.9582 -0.653 -1.164 1.959 -0.90
H -0.0209 -2.0727 -3.5762 -0.280 0.253 -0.293 -1.03
H 1.6099 -2.0901 -4.1761 0.829 0.080 -1.186 0.39
H 1.2141 -1.4421 -2.6270 0.703 1.410 1.638 0.13
H 1.6529 -3.0034 -0.9052 -0.652 -1.027 -0.942 0.05
H 0.7213 -5.0049 0.0867 0.295 0.102 -1.111 0.11
H 2.0751 -5.6782 -0.7800 -0.348 0.274 -0.548 0.30
H 0.4193 -5.6693 -1.5717 0.794 0.463 0.384 0.36
C 1.3795 2.6352 6.5303 -0.142 1.858 1.246 -0.94
C 2.0585 2.9612 5.2386 -0.884 -0.802 0.573 0.55
O 1.5508 3.6668 4.3959 -0.604 0.976 -0.572 -0.58
N 3.2345 2.3727 5.0257 -0.523 1.065 -0.199 -0.08
C 3.8161 2.5573 3.7478 1.558 -0.231 -0.907 -0.80
H 1.8096 1.8487 7.0897 0.723 -1.019 0.361 0.32
H 0.3291 2.4395 6.4495 -0.618 -0.104 -0.563 0.13
H 1.4284 3.5334 7.2029 0.049 -0.548 -0.634 0.32
H 3.5173 1.6607 5.6482 0.501 -0.860 0.492 0.29
H 3.2931 2.0915 2.9173 -0.057 -0.634 0.186 -0.15
H 4.8364 2.2302 3.8391 0.404 -0.732 -0.437 0.48
H 3.9627 3.5615 3.3720 -0.483 0.669 0.767 0.48
C 0.3062 -6.7696 3.5398 -1.630 -0.043 -1.972 -0.78
C 1.6869 -6.2290 3.3490 -1.114 -0.658 0.074 0.70
O 2.3289 -6.6245 2.3969 1.008 0.249 -0.554 -0.67
N 2.1396 -5.3971 4.2845 -0.090 -0.250 0.504 0.02
C 3.4757 -4.9599 4.1716 1.422 0.708 -1.851 -1.00
H 0.2603 -7.4412 4.3948 -0.221 0.042 -0.027 0.33
H 0.1287 -7.3074 2.5544 0.074 0.173 1.480 0.25
H -0.5151 -6.0010 3.5482 0.943 -0.610 0.558 0.13
H 1.5333 -5.1328 5.0301 -0.386 0.294 0.414 0.17
H 3.8989 -4.4462 5.0241 -0.356 0.037 0.308 0.37
H 3.5105 -4.2919 3.2743 0.389 -0.154 0.726 0.19
H 4.1245 -5.8006 3.8823 -0.160 0.144 0.337 0.38
C 7.2799 2.0870 -0.3895 -0.881 0.791 -0.877 -1.55
C 6.2305 1.3595 0.3686 0.701 0.152 0.805 0.84
O 5.5699 1.9087 1.2133 -1.289 0.702 0.905 -0.48
N 6.1611 0.0434 0.1328 0.411 -1.268 -1.148 -0.07
C 5.1518 -0.8653 0.7435 0.803 1.659 0.135 -0.06
H 7.5248 3.0361 0.0930 -0.576 0.050 -0.370 0.30
H 6.8873 2.1519 -1.4307 0.611 0.446 0.516 0.21
H 8.1768 1.5457 -0.3491 1.375 -1.042 -0.339 0.56
H 6.8760 -0.2712 -0.5476 -1.182 -0.176 0.783 0.19
H 5.7227 -1.7601 1.0251 -0.749 0.131 0.329 0.41
H 4.3517 -1.0577 0.0404 -0.092 -0.360 -0.208 -0.23
H 4.6703 -0.2561 1.5675 0.807 -1.063 -0.595 -0.06
C 4.2089 3.4751 -5.0179 0.193 -0.113 0.167 -1.43
C 4.2297 2.5687 -3.8061 -1.021 -0.647 -0.213 0.69
O 5.2872 2.3591 -3.2719 2.224 -0.272 1.024 -0.60
N 3.0991 1.9875 -3.3250 -0.080 0.236 -0.712 0.41
C 3.0307 1.2030 -2.1059 1.593 0.234 0.196 0.96
H 4.0327 4.4759 -4.6831 -0.736 0.689 0.175 0.35
H 3.5684 3.1922 -5.8278 -0.802 -0.094 -0.142 0.30
H 5.2034 3.5626 -5.4243 0.524 -0.485 0.061 0.39
H 2.2318 2.2530 -3.7540 -0.448 0.088 -0.300 0.05
H 2.7118 0.1733 -2.1994 0.028 -0.324 -0.639 -0.40
H 2.3308 1.6442 -1.4513 -0.773 0.606 0.857 -0.55
H 4.0246 1.2073 -1.6036 -0.657 0.044 -0.442 -0.12
C -2.4853 4.0280 -4.7963 -0.238 0.395 -1.229 -1.11
C -3.2181 3.6816 -3.5363 1.250 -0.116 0.432 0.75
O -2.9298 4.2173 -2.4770 -0.007 0.434 0.087 -0.68
N -4.1631 2.7444 -3.5722 -2.743 -0.849 -0.010 0.20
C -4.7551 2.0774 -4.7668 2.142 -0.201 0.870 -0.91
H -2.2192 3.2077 -5.5173 -0.443 0.689 0.919 0.13
H -1.6359 4.6812 -4.6038 0.191 -0.482 0.375 0.37
H -3.1829 4.7214 -5.2830 -0.071 -0.221 -0.483 0.44
H -4.7601 2.6606 -2.7233 0.723 0.166 -0.858 0.08
H -3.9389 1.3818 -5.0646 -1.019 -0.031 -0.416 0.15
H -4.9771 2.7258 -5.5985 0.006 0.536 -0.163 0.40
H -5.6616 1.5696 -4.4696 0.050 -0.236 0.173 0.19
C 3.0724 -1.4690 4.4835 0.714 -0.803 1.127 0.48
C 2.5174 -1.2332 5.8859 0.182 -0.833 -0.308 0.66
O 3.0045 -0.4321 6.6521 0.891 1.366 0.467 -0.75
N 1.4167 -1.9065 6.2166 -0.830 -1.474 -0.698 0.32
C 0.6061 -1.6381 7.3715 -1.227 0.850 0.459 -0.90
H 2.4712 -2.1712 3.9035 0.068 0.288 -0.115 -0.12
H 4.1451 -1.7953 4.5047 -0.977 0.251 0.136 0.39
H 3.0516 -0.4691 4.1229 -0.033 0.734 -1.086 -0.67
H 1.1486 -2.7597 5.6903 0.038 1.042 0.446 -0.20
H 0.6315 -0.5888 7.7210 0.458 -0.415 -0.518 0.30
H 0.8092 -2.2463 8.2394 0.409 -0.403 0.214 0.34
H -0.4534 -1.8185 7.1185 0.501 -0.061 -0.005 0.14
C -0.7726 -3.2213 3.4328 1.068 -1.108 1.419 0.45
C -1.1795 -3.6321 4.8842 1.292 0.573 -0.891 0.62
O -0.3166 -3.9421 5.7413 -1.212 -0.349 -1.027 -0.86
N -2.4669 -3.4431 5.1542 -0.160 -0.669 0.685 0.19
C -3.0154 -3.6763 6.4652 -0.640 -2.064 0.075 -1.11
H -0.1645 -2.3235 3.5868 -0.275 0.007 -0.434 -0.71
H -1.6235 -3.0712 2.8047 -0.494 0.437 -0.358 0.38
H -0.1089 -3.9716 2.9399 -0.477 0.479 0.588 -0.24
H -3.1296 -3.1083 4.4739 0.103 0.165 -0.448 0.30
H -3.9954 -3.2415 6.5393 -0.570 0.028 -0.376 0.37
H -2.4659 -3.1722 7.2074 1.094 0.344 0.982 0.39
H -3.0956 -4.8002 6.7270 0.251 1.741 -0.408 0.24
C -1.3760 -0.1381 4.7552 -1.701 2.285 -1.383 1.58
C -2.0178 1.2873 4.9303 0.036 -0.599 2.829 0.03
O -2.6514 1.5485 5.9857 0.742 -0.769 -1.637 -0.78
N -1.7709 2.2282 4.0142 -1.332 1.121 0.867 1.01
C -2.0546 3.6622 4.3636 -0.276 -2.275 0.169 -1.37
H -2.1685 -0.8396 4.8790 -0.557 -0.605 0.304 -0.62
H -0.6100 -0.3195 5.4540 0.916 0.035 0.823 -0.47
H -1.0320 -0.2126 3.7396 0.469 -0.229 -0.399 -0.14
H -1.1053 2.0157 3.3212 0.796 -0.095 -0.962 -0.56
H -2.7618 4.1638 3.7648 -0.887 0.128 -1.155 0.21
H -1.1434 4.1380 4.3275 2.128 1.313 -0.150 0.39
H -2.4118 3.6868 5.3689 -0.189 -0.190 0.665 0.50
C -6.9924 2.4053 0.2344 1.937 -0.124 -0.461 -1.11
C -6.8026 1.4109 -0.9142 0.610 0.400 -0.906 0.90
O -6.4567 1.6560 -2.0869 -0.640 0.558 1.382 -0.74
N -6.9510 0.1397 -0.5385 -0.346 -0.096 0.919 -0.18
C -6.7406 -0.9737 -1.4041 1.547 -0.704 0.368 -0.90
H -7.1647 1.8623 1.1442 -0.155 -0.379 0.514 0.34
H -7.8461 3.0502 0.1091 0.114 0.565 -0.377 0.38
H -5.9851 2.9136 0.3885 -1.505 0.007 -0.333 0.16
H -7.0177 -0.0790 0.4461 -0.162 0.274 -0.224 0.29
H -6.3062 -1.7376 -0.7472 0.380 -0.077 -0.524 0.27
H -6.0605 -0.7303 -2.2433 -0.535 -0.261 0.552 0.23
H -7.6508 -1.4148 -1.7159 -1.075 -0.149 -0.810 0.38
C -2.0447 -2.6683 -5.3967 0.102 0.464 0.148 -0.28
C -0.7909 -2.4978 -6.2417 -0.456 -0.717 0.411 0.56
O -0.6267 -1.5114 -6.9426 -0.170 0.493 -0.297 -0.70
N 0.1127 -3.5299 -6.2233 -2.279 1.002 0.440 -0.04
C 1.2552 -3.3708 -6.9922 2.454 -0.785 -1.737 -0.99
H -2.6723 -1.7455 -5.3385 0.612 -0.801 -0.287 0.00
H -1.7578 -2.9349 -4.3870 0.055 -0.105 0.293 -0.31
H -2.6229 -3.5143 -5.7596 -0.179 0.063 -0.154 0.57
H 0.1797 -4.1613 -5.4422 -0.363 -0.009 0.431 0.37
H 2.1298 -3.4265 -6.3525 0.395 -0.411 0.020 0.26
H 1.3195 -2.3571 -7.3875 -0.279 -0.283 -0.382 0.32
H 1.3273 -4.1674 -7.8171 0.032 1.240 0.957 0.28
C 0.4205 4.1958 1.5687 -0.141 -0.296 -1.907 -1.08
C 0.8331 4.6808 0.1559 -0.245 -0.369 0.754 0.38
O 0.0812 5.1783 -0.6780 -0.088 -0.193 0.323 -0.72
N 2.1629 4.6075 -0.0673 0.771 -0.757 0.012 -0.13
C 3.1535 3.8446 0.7049 -0.907 1.415 1.063 -0.48
H 1.2265 4.4633 2.2020 0.436 0.080 1.025 0.95
H 0.2597 3.0942 1.5997 0.133 0.977 -0.037 -0.06
H -0.4730 4.7335 1.8131 -0.518 0.124 0.347 0.20
H 2.4475 4.8374 -0.9888 0.012 0.350 -0.786 0.33
H 3.9091 3.3846 0.0956 0.298 0.161 -0.262 0.32
H 2.6576 3.0826 1.2607 -0.382 -0.842 0.061 -0.52
H 3.5483 4.5010 1.5121 0.382 -0.332 -0.764 0.49
C -2.8493 6.4943 0.7650 -0.144 0.350 0.719 -1.33
C -3.2716 5.0635 1.0130 -0.219 0.759 0.322 0.63
O -4.1116 4.8297 1.8896 0.063 -0.468 -0.348 -0.73
N -2.6796 4.1853 0.2224 -0.396 0.642 0.590 0.87
C -2.9342 2.8006 0.2092 0.402 -0.879 0.134 0.54
H -3.6354 6.9477 0.1701 -0.515 0.292 0.373 0.39
H -1.9798 6.6713 0.1374 0.475 -0.444 0.355 0.23
H -2.7682 6.9314 1.7897 -0.045 0.142 -1.061 0.31
H -1.9917 4.5792 -0.3820 0.535 -0.130 -0.667 0.03
H -3.4007 2.4707 1.1428 0.533 0.086 0.148 0.13
H -1.9819 2.3265 -0.0186 -0.067 -0.451 0.456 -0.28
H -3.5944 2.4841 -0.5721 -0.654 0.092 -0.788 -0.78
C -0.1425 0.5788 -4.5250 -0.584 -1.390 1.449 1.32
C 0.0249 1.7177 -5.4178 -0.536 -0.334 -0.365 0.06
O 0.7418 2.6686 -5.1591 0.265 0.325 -0.191 -0.80
N -0.7387 1.6373 -6.5537 1.205 1.034 -0.229 -0.02
C -0.3454 2.6339 -7.5542 -1.096 -1.179 -0.797 -1.03
H 0.7024 -0.1175 -4.5276 -0.040 0.470 -0.126 -0.17
H -1.0222 0.0206 -4.7985 -0.206 -0.471 -0.427 -0.40
H -0.3800 0.8521 -3.4947 0.582 0.419 0.063 -0.38
H -1.0644 0.7356 -6.9062 0.350 0.143 0.506 0.26
H 0.6464 2.4107 -7.9785 -0.362 0.080 -0.016 0.31
H -0.3176 3.6092 -7.1088 -0.083 0.428 0.164 0.31
H -1.1551 2.5588 -8.3054 0.738 0.450 -0.044 0.39
C -2.4893 -3.6406 -1.5862 -0.006 -0.124 1.983 -0.65
C -3.1067 -2.4029 -2.2199 -0.100 0.198 -0.175 0.34
O -4.1626 -2.4531 -2.8681 1.338 0.354 0.764 -0.70
N -2.4264 -1.2389 -1.9391 -1.115 -0.251 -1.282 2.70
C -2.9582 0.0477 -2.3784 0.257 0.382 0.057 0.09
H -2.7560 -3.5667 -0.4640 0.248 -0.298 -1.584 0.06
H -1.3883 -3.7054 -1.5784 -0.354 0.409 -0.280 -0.20
H -2.8675 -4.5908 -1.9770 -0.195 0.470 -0.035 0.46
H -1.5961 -1.2325 -1.3774 0.316 -0.137 0.143 -0.99
H -3.9741 0.1607 -2.0136 -0.099 0.332 0.193 -0.38
H -3.0064 0.2568 -3.4453 -0.039 -0.953 -0.385 -0.42
H -2.3095 0.8782 -2.0851 -0.156 -0.316 0.768 -0.08
```
Positions in Å, forces in eV/Å.

Output
* energy: -5165.776427 Eh
* frontier orbital gap: 8.7 eV
* net charge: -1
* spin multiplicity: 1
* largest force on an atom: 3.2 eV/Å


No. 2
ORCA calculation (ωB97M-V/def2-TZVPD) on a molecular structure, C16H19FeN4O6S in a non-equilibrium geometry.

```
47
Properties=species:S:1:pos:R:3:forces:R:3:mulliken_spin:R:1
Fe -0.2514 0.3057 -0.2984 3.724 -0.459 0.063 0.99
N 2.0664 0.2110 3.2078 -0.112 -0.011 0.108 0.00
C 1.6319 0.2360 1.9453 0.098 -0.097 -0.168 0.00
O 0.4792 -0.1387 1.6736 -0.590 0.233 -0.535 0.01
C 2.5622 0.6892 0.8650 0.252 -0.084 -0.138 0.00
C 2.5002 -0.2629 -0.2830 -2.766 0.327 -0.127 0.06
H 1.4304 -0.0778 3.9327 -0.002 0.055 0.019 0.00
H 2.9861 0.5264 3.4543 0.013 -0.021 -0.046 0.00
H 3.5782 0.8675 1.2364 0.047 -0.106 0.116 0.00
H 2.1705 1.6451 0.5012 0.170 0.086 0.113 0.00
H 2.3016 -1.3134 -0.1195 0.501 -0.018 0.080 0.00
H 2.7923 0.0654 -1.2685 0.130 -0.031 0.028 0.00
C -0.1908 -11.6554 -0.9564 0.005 0.092 0.012 0.00
C 0.3337 -10.2632 -1.1910 -0.012 -0.047 0.009 0.00
C 1.4024 -10.0218 -2.0469 0.023 0.025 0.025 0.00
C 1.8851 -8.7402 -2.2537 -0.013 -0.028 -0.064 0.00
C 1.3145 -7.6540 -1.5992 -0.033 0.078 0.009 0.00
N 1.8836 -6.3798 -1.8198 0.067 -0.104 0.035 0.00
C 1.3881 -5.1103 -1.6175 0.005 0.006 -0.082 0.00
O 2.1297 -4.1525 -1.5294 -0.027 -0.035 0.036 0.00
N 0.0135 -5.0295 -1.5818 -0.065 0.041 -0.014 0.00
C -0.7543 -3.8867 -1.3333 -0.006 -0.035 0.045 0.00
C -2.1329 -3.9624 -1.4985 -0.014 -0.037 -0.035 0.00
C -2.9143 -2.8552 -1.2347 -0.035 -0.061 0.040 0.00
C -2.3042 -1.6929 -0.8042 0.019 -0.050 0.035 0.00
N -0.9810 -1.6233 -0.6362 -0.210 1.033 -0.115 -0.02
C -0.2153 -2.6814 -0.8955 0.175 0.102 0.111 0.00
C 0.2604 -7.8845 -0.7167 0.022 -0.014 0.053 0.00
C -0.2219 -9.1720 -0.5326 0.000 0.016 -0.046 0.00
H 0.3120 -12.3784 -1.5967 -0.012 -0.007 0.002 0.00
H -1.2621 -11.7077 -1.1552 0.006 -0.024 -0.014 0.00
H -0.0362 -11.9558 0.0814 0.002 -0.025 -0.010 0.00
H 1.8701 -10.8507 -2.5647 -0.009 0.005 -0.005 0.00
H 2.7186 -8.5773 -2.9270 -0.026 -0.001 -0.021 0.00
H 2.8622 -6.3659 -2.0585 0.021 0.046 0.068 0.00
H -0.4951 -5.8440 -1.8854 -0.004 -0.009 0.018 0.00
H -2.5871 -4.8876 -1.8352 -0.004 0.013 -0.013 0.00
H -3.9866 -2.8931 -1.3616 0.006 0.024 -0.004 0.00
H -2.8665 -0.7929 -0.5929 0.007 0.022 -0.067 0.00
H 0.8461 -2.5718 -0.7604 -0.038 0.031 -0.049 0.00
H -0.1574 -7.0742 -0.1354 -0.003 -0.009 0.004 0.00
H -1.0439 -9.3295 0.1565 0.016 0.010 0.011 0.00
O -0.3798 3.3372 -2.4746 0.030 -0.087 0.003 0.00
S -0.2805 2.2082 -1.6110 -0.339 0.414 -0.008 -0.01
O 0.1701 0.9184 -2.2570 -0.202 -0.515 0.348 -0.02
O -1.5687 1.7753 -0.9352 -0.324 -0.286 -0.041 0.01
O 0.6591 2.3446 -0.4480 -0.494 -0.459 0.212 -0.03
```
Positions in Å, forces in eV/Å.

Output
* energy: -2953.420395 Eh
* frontier orbital gap (spin up / spin down): 6.3 / 6.4 eV
* spin multiplicity: 2
* expectation value of S²: 0.90
* largest force on an atom: 3.8 eV/Å


> Which of these has the highest spin multiplicity?

C16H19FeN4O6S